(1)
Here is a structure of composition C31H25N5O11PRhS2 from the OMol25 dataset. Energies are from ωB97M-V/def2-TZVPD.

Properties
strongest force on any atom: 0.69 eV/Å
orbital gap (alpha / beta): 5.1 / 4.9 eV
ΔE to the lowest compared entry with this formula, charge and spin: 46.9 kcal per mole
expectation value of S²: 6.043
LUMO (alpha / beta): -2.310 / -2.565 eV

```
! RIJCOSX wB97M-V def2-TZVPD def2/J DEFGRID3
* xyz 0 5
Rh 1.14730 -1.19911 0.60351
O 0.13493 2.40619 2.41124
C 0.75961 1.34996 2.34808
O 1.08619 0.82383 1.21643
C 1.16294 0.65327 3.62461
C 0.93104 1.35559 4.78623
C 1.28627 0.83849 6.02494
C 1.91202 -0.38567 6.12858
C 2.17257 -1.09037 4.97671
C 1.77519 -0.65580 3.66670
O 1.93792 -1.40229 2.66637
N 2.90051 -2.34696 5.14517
O 3.53945 -2.77674 4.19945
O 2.82718 -2.91028 6.21756
N 1.01911 1.60272 7.23118
O 1.39203 1.14449 8.29429
O 0.50626 2.69887 7.10739
H 0.46453 2.32795 4.71602
H 2.20966 -0.78083 7.08869
O -0.41134 -2.82576 1.22933
S -0.51837 -3.56329 -0.04771
O -0.80029 -4.96274 0.06930
O 0.64590 -3.20997 -0.88127
C -1.89673 -2.79794 -0.88311
C -3.07927 -3.51293 -0.97337
C -4.19354 -2.93782 -1.56985
C -4.11898 -1.64761 -2.06851
C -2.92974 -0.93990 -1.98068
C -1.79859 -1.49708 -1.39880
P -0.18256 -0.61030 -1.37653
C 0.38090 -0.78114 -3.10209
C -0.31175 -0.26300 -4.19464
C 0.16727 -0.45189 -5.47826
C 1.34597 -1.16462 -5.67959
C 2.03681 -1.68145 -4.59683
C 1.55757 -1.49025 -3.30654
C -0.62248 1.18031 -1.22459
C -2.02647 3.20941 0.14448
C -0.87781 4.14708 0.32606
C 0.20751 4.24004 -0.46492
C 0.63679 3.37352 -1.51505
C 0.27920 2.06135 -1.81302
H -3.10721 -4.51522 -0.57142
H -5.11695 -3.49628 -1.63946
H -4.98488 -1.19139 -2.52917
H -2.88833 0.07037 -2.37592
H -1.23285 0.28653 -4.04207
H -0.37563 -0.05287 -6.32449
H 1.71943 -1.31966 -6.68279
H 2.95187 -2.23751 -4.74827
H 2.09003 -1.90364 -2.45719
H -2.69542 3.27083 1.00475
H -0.97159 4.82693 1.15935
H 0.87267 5.07028 -0.25955
H 1.46251 3.75124 -2.10439
H 0.86781 1.62096 -2.61150
S -1.70060 1.41917 0.06888
C -2.85183 3.49632 -1.05902
N -2.23412 3.57840 -2.25807
C -2.90040 3.75784 -3.41389
C -4.26259 3.88501 -3.37281
C -4.84608 3.82459 -2.10225
N -4.17197 3.63717 -0.97797
H -1.21316 3.47152 -2.26717
H -2.31044 3.78923 -4.31864
H -4.84075 4.03351 -4.26938
H -5.91839 3.93597 -1.99313
C 5.06910 -2.90844 1.40668
C 3.61943 -2.89109 1.02114
N 2.85564 -3.86790 1.50386
O 3.17328 -2.00910 0.27009
H 5.53031 -3.85810 1.13778
H 5.14899 -2.78239 2.48836
H 5.57793 -2.09147 0.90491
H 3.18017 -4.36154 2.32087
H 1.84927 -3.76661 1.42488
*
```

(2)
Here is a structure of composition C31H25N5O2S3W from the OMol25 dataset. Energies are from ωB97M-V/def2-TZVPD.

Properties
strongest force on any atom: 0.75 eV/Å
orbital gap (alpha / beta): 7.1 / 6.8 eV
ΔE to the lowest compared entry with this formula, charge and spin: 5.1 kcal per mole
expectation value of S²: 2.022
LUMO (alpha / beta): -6.555 / -7.246 eV

```
! RIJCOSX wB97M-V def2-TZVPD def2/J DEFGRID3
* xyz 2 3
W 0.01152 -0.25575 -0.28792
C 3.18800 0.71671 -1.34009
C 3.98196 0.79635 -0.22026
C 3.50060 1.38665 0.96072
C 2.22349 1.88778 1.01328
C 1.39433 1.82139 -0.12701
C 1.89249 1.25598 -1.31245
H 3.56933 0.29407 -2.26004
H 5.00253 0.43560 -0.25587
H 4.15592 1.48350 1.81743
H 1.86160 2.38183 1.90568
H 0.51097 2.44401 -0.15852
H 1.35155 1.36029 -2.24278
S -2.24575 1.40102 -3.90033
C -2.53825 2.57710 -2.65964
C -3.31805 3.72412 -2.75413
C -3.37910 4.55549 -1.65541
C -2.66591 4.24904 -0.49346
C -1.89811 3.10473 -0.40007
C -1.84169 2.24114 -1.49653
N -1.12047 1.03899 -1.61894
C -1.24485 0.52441 -2.84388
C -0.51047 -0.67563 -3.19629
C -0.55321 -1.23061 -4.47450
C 0.23225 -2.33190 -4.75820
C 1.06239 -2.85423 -3.77144
C 1.09090 -2.29667 -2.50025
C 0.29746 -1.19973 -2.16607
H -3.85387 3.95732 -3.66416
H -3.97476 5.45661 -1.69710
H -2.71188 4.92353 0.35093
H -1.35889 2.89694 0.51213
H -1.18721 -0.80506 -5.24366
H 0.21027 -2.77650 -5.74338
H 1.69230 -3.70381 -4.00204
H 1.75950 -2.71931 -1.76316
O -0.84323 -1.98927 0.46906
N -1.75370 -1.35247 -0.20172
C -2.93022 -1.78568 -0.45988
C -3.35268 -3.06795 0.00699
N -3.68457 -4.09259 0.40303
C -3.80079 -0.90010 -1.17072
N -4.48438 -0.14788 -1.70395
S -3.13023 0.85490 3.15634
C -2.34171 0.75282 1.65923
N -1.05136 0.53225 1.67396
C -0.60094 0.44504 2.99791
C 0.71520 0.26164 3.42413
C 0.97326 0.20534 4.77632
C -0.05542 0.33268 5.71886
C -1.35809 0.53125 5.31782
C -1.61568 0.58915 3.94972
H -2.90543 0.87055 0.74429
H 1.51483 0.19611 2.70095
H 1.98920 0.06935 5.12269
H 0.17739 0.28737 6.77364
H -2.15453 0.64423 6.04072
C 3.76844 -2.34005 1.52912
S 1.98845 -2.29274 1.56726
C 1.64751 -3.87067 0.79903
O 1.66883 -1.19541 0.51844
H 4.10139 -2.41851 0.49581
H 4.07879 -3.20985 2.10931
H 4.14253 -1.43282 1.99762
H 1.77940 -4.61857 1.58280
H 2.32327 -4.06061 -0.03134
H 0.60761 -3.86290 0.48000
*
```

(3)
Here is a structure of composition C31H25N5OPSV from the OMol25 dataset. Energies are from ωB97M-V/def2-TZVPD.

Properties
strongest force on any atom: 0.55 eV/Å
orbital gap (alpha / beta): 7.5 / 8.3 eV
ΔE to the lowest compared entry with this formula, charge and spin: 3.4 kcal per mole
expectation value of S²: 2.013
LUMO (alpha / beta): 0.217 / 0.162 eV

```
! RIJCOSX wB97M-V def2-TZVPD def2/J DEFGRID3
* xyz 0 3
V 0.61556 -0.76426 0.65980
O 1.64377 -1.36237 -3.00945
C 1.46058 -0.77754 -1.95216
N 0.28964 -0.57539 -1.30290
C -0.89783 -1.17975 -1.87590
C -1.57937 -2.07223 -0.86965
C -2.54832 -3.00186 -1.22498
C -3.14757 -3.75749 -0.23474
C -2.77389 -3.56777 1.08968
C -1.79867 -2.63250 1.36555
N -1.21777 -1.90476 0.40726
C 2.64429 -0.17351 -1.21483
C 3.86534 -0.02913 -1.84551
C 4.89927 0.55860 -1.13413
C 4.68235 0.95813 0.17678
C 3.44073 0.73417 0.74589
N 2.44581 0.17812 0.06094
H -0.65793 -1.73443 -2.78529
H -1.60959 -0.39141 -2.14880
H -2.81014 -3.13197 -2.26633
H -3.89578 -4.49619 -0.49110
H -3.21739 -4.14220 1.88996
H -1.45414 -2.44054 2.37456
H 3.96990 -0.37881 -2.86203
H 5.86892 0.70000 -1.59332
H 5.46637 1.41986 0.75976
H 3.22135 0.99038 1.77446
S 2.56572 -5.03130 1.26054
C 1.99227 -3.53884 1.17053
N 1.57394 -2.43708 1.13044
N 0.07204 0.22769 2.14228
P -0.13619 0.85252 3.53297
C -1.89071 0.87795 4.02833
C -2.82420 0.48601 3.07544
C -4.17810 0.47258 3.38411
C -4.60360 0.84956 4.64855
C -3.67583 1.24181 5.60573
C -2.32524 1.25703 5.29675
C 0.73583 -0.02915 4.86174
C 1.16045 -1.32990 4.60723
C 1.80643 -2.06107 5.59396
C 2.03443 -1.49440 6.83943
C 1.62598 -0.19218 7.09607
C 0.98232 0.53961 6.11020
C 0.40395 2.57977 3.71319
C -0.48655 3.63845 3.56704
C -0.02703 4.94876 3.58748
C 1.32420 5.20858 3.75584
C 2.22023 4.15681 3.90305
C 1.76150 2.85049 3.87912
H -2.46883 0.19246 2.09491
H -4.89925 0.16736 2.63651
H -5.65835 0.83809 4.89168
H -4.00660 1.53380 6.59404
H -1.61101 1.56262 6.05026
H 1.00215 -1.75920 3.62590
H 2.13817 -3.06946 5.38264
H 2.54131 -2.06294 7.60856
H 1.81808 0.25725 8.06184
H 0.69456 1.56547 6.30835
H -1.54341 3.44134 3.43627
H -0.72699 5.76620 3.47245
H 1.68136 6.23014 3.77474
H 3.27513 4.35708 4.04025
H 2.46061 2.03106 4.00535
*
```